{"formula": "C21H31Cl5P2W", "method": "wB97M-V/def2-TZVPD", "symbols": ["W", "Cl", "Cl", "Cl", "Cl", "Cl", "P", "P", "C", "C", "C", "C", "C", "C", "C", "C", "C", "C", "C", "C", "C", "C", "C", "C", "C", "C", "C", "C", "C", "H", "H", "H", "H", "H", "H", "H", "H", "H", "H", "H", "H", "H", "H", "H", "H", "H", "H", "H", "H", "H", "H", "H", "H", "H", "H", "H", "H", "H", "H", "H"], "xyz": [[-1.48258, -0.69728, 1.21596], [0.85170, -3.55170, 2.57858], [-5.19632, -4.62054, 1.26917], [-3.75940, -1.69297, 0.76695], [-0.32970, -6.44783, 2.98400], [-3.37417, -7.01159, 2.33589], [-0.35891, -1.70926, -0.54948], [0.07858, 0.81973, 2.10841], [1.24386, 1.40509, 3.33261], [0.49943, 1.63112, -3.08181], [-2.69366, -5.46327, 2.10496], [-3.52387, -4.41746, 1.60084], [-1.29668, -0.88418, 3.36646], [2.92654, 3.03114, -1.85986], [0.12949, 4.04328, -2.23737], [1.68813, 1.00982, -2.89550], [1.90308, 3.09359, -0.77259], [1.18385, -2.59783, -0.68827], [-2.91400, -3.19676, 1.32631], [0.83274, 0.74657, 0.46146], [-1.34820, 2.02391, 1.91573], [-1.42682, -2.05432, -1.96483], [-1.56475, -2.92487, 1.51366], [0.63890, 3.56037, -0.91986], [2.98172, 1.73315, -2.71655], [-1.32907, -5.19557, 2.38857], [-0.77506, -3.90726, 2.12492], [0.39430, 3.08223, -3.42396], [0.07966, 0.07008, -0.69193], [-1.71449, -3.11212, -1.89644], [-0.94702, 4.23683, -2.15310], [1.81281, -0.07010, -3.04149], [-1.15494, -0.02813, 4.03816], [2.34451, 2.87948, 0.21066], [-2.32543, 1.57850, 1.59359], [-1.07167, 2.81053, 1.20270], [-0.51362, -1.62189, 3.56391], [3.71252, 1.03476, -2.27612], [0.78355, -0.10211, -1.50881], [-0.43191, 1.06927, -3.17878], [1.61465, -2.44535, -1.69183], [2.15019, 0.78303, 3.36332], [0.74960, 1.82292, 0.31408], [-2.28231, -1.32419, 3.57587], [1.31990, 3.39829, -3.93052], [0.00163, 3.79251, -0.06289], [3.91263, 3.11989, -1.37086], [0.79554, 1.36942, 4.33587], [3.40025, 2.02074, -3.69762], [1.89030, -2.26557, 0.08378], [0.59222, 5.00909, -2.50318], [-2.35400, -1.46445, -1.93439], [-1.50513, 2.41945, 2.92783], [1.90122, 0.47778, 0.48030], [-0.73534, 0.71043, -1.06292], [-0.43334, 3.20658, -4.14211], [2.80731, 3.89593, -2.53004], [0.96757, -3.66009, -0.51805], [1.54512, 2.44423, 3.12496], [-0.89113, -1.86306, -2.90833]], "e_above_lowest_ev": 3.762, "energy_ev": -105272.9936, "total_charge": 2, "gap_ev": [7.1, 6.4], "spin_multiplicity": 3, "homo_ev": [-13.92, -13.96], "max_force_ev_per_a": 3.003}